Computed, not measured: one molecule with the formula C16H10O4 at a distorted geometry, with the ωB97M-V functional and the def2-TZVPD basis.

Computed properties:
max |F|	4.89	eV/Å
SMILES	O=CC(=O)c1ccc(-c2ccc(C(=O)C=O)cc2)cc1
charge	0
frontier orbital gap	0.2800	hartree
ΔE to the lowest compared entry with this formula, charge and spin	0.00	kcal per mole
highest occupied orbital energy	-9.16	eV
LUMO level	-0.0567	hartree

Last column: Mulliken charge in e.
CARTESIAN COORDINATES (ANGSTROEM)
C -1.9597 0.5586 -1.7449  -0.88
H -2.1027 -2.9968 -6.0041  0.39
H -2.7864 1.4022 0.5941  0.19
O 1.4936 2.0740 5.3782  -0.49
C -0.7980 2.3998 4.7144  0.44
O -3.3195 -2.2603 -4.6550  -0.44
C -0.8123 -1.9583 -4.5269  0.21
C 0.4527 1.7521 2.5729  -0.61
C 0.4696 1.2295 1.2520  -0.55
C -0.7510 0.9624 0.5386  0.89
C -1.8826 -0.2142 -2.9600  -0.41
H -2.5651 0.0277 -3.7841  0.30
H -0.0365 2.5447 6.7326  0.37
H -2.8632 2.2366 3.0057  0.38
O 0.2830 -2.1851 -5.0961  -0.52
H -2.7634 1.2554 -1.4972  0.35
C -1.9147 1.3543 1.2229  -0.46
C -0.8695 0.2841 -0.8374  1.05
C 0.3328 2.4224 5.7156  -0.02
C 0.2454 -1.2855 -2.3613  -0.69
C -0.7446 1.9885 3.2995  0.26
C -0.8131 -1.0959 -3.2497  0.85
O -1.8908 2.8245 5.1774  -0.57
H 1.3583 1.8395 3.1216  0.53
C 0.1949 -0.5887 -1.2049  -0.54
H 1.1247 -0.5787 -0.6164  0.15
C -2.1555 -2.4470 -5.0642  -0.20
H 1.1159 -1.8873 -2.6724  0.39
C -1.9115 1.8681 2.5613  -0.70
H 1.4116 1.0345 0.7314  0.33